(1)
Here is a structure of composition C50H43BrF4N3O5PSV at a distorted geometry from the Open Molecules 2025 dataset. Energies are from ωB97M-V with the def2-TZVPD basis set.

ORCA input file:
```
! RIJCOSX wB97M-V def2-TZVPD def2/J DEFGRID3
* xyz 0 4
C -2.754 2.108 4.354
H -3.014 6.534 0.727
C -1.207 3.410 -2.771
O -1.886 -2.661 3.810
H -4.276 -3.167 2.879
C 2.247 -4.852 1.669
H -3.904 0.397 1.150
H 7.244 -0.784 1.560
C 5.678 0.453 2.350
H 2.473 -4.639 2.705
H -4.851 -2.654 1.275
C -2.728 3.857 1.007
H -1.127 1.335 -5.446
C -2.366 -3.899 1.127
C 0.273 2.270 4.719
C 2.988 -2.647 -2.785
C 1.352 -4.111 -0.459
H -0.609 -5.455 -2.095
H -2.038 -2.100 -5.417
C -2.096 -4.167 -4.837
H 3.912 1.519 2.966
C -0.802 2.092 -4.745
C -2.718 -2.486 1.575
C 3.981 -0.967 0.688
C -1.009 7.228 1.017
C 2.531 -6.093 1.126
H -0.593 -1.427 -3.565
F 5.089 -2.764 -3.841
H 1.816 4.136 -4.116
C 0.635 5.532 1.445
Br 0.542 0.603 -1.947
H -5.585 1.418 2.641
C -3.599 0.877 2.071
C 3.460 0.032 1.505
H 1.403 -2.923 1.325
H -2.401 -4.568 1.984
C 3.019 0.075 -3.077
C 1.644 -5.367 -0.994
C 1.903 -1.942 -2.275
N 1.559 1.041 2.530
H 1.659 5.242 1.638
H -2.042 -6.115 -3.951
H -3.070 -4.251 0.369
C -0.346 4.555 1.375
C -1.722 -2.138 2.724
H 6.339 1.011 3.001
C 4.100 -0.658 -3.527
F 3.032 -3.980 -2.753
C -2.097 3.865 -1.661
P 0.506 -2.688 -1.278
H -3.713 4.277 0.799
H -4.391 -1.456 2.500
C 6.188 -0.551 1.537
N 0.218 1.076 2.548
C -1.700 -5.090 -3.884
C -0.429 1.609 3.575
H 3.311 -1.534 0.059
S -2.447 2.601 -0.341
O -2.515 -1.539 0.498
C -0.880 -4.711 -2.829
C -1.846 1.523 3.455
F 3.027 1.400 -3.250
H 1.451 -5.591 -2.032
C 0.431 2.703 -4.907
H 5.726 -2.036 0.060
O -0.754 -1.376 2.381
C -1.988 6.250 0.929
C -4.103 2.068 4.081
H 0.024 3.334 4.755
H -2.716 -4.472 -5.669
H 2.445 -7.315 -0.632
H -1.352 -3.912 0.729
H 1.074 7.629 1.320
H -2.566 -2.024 -0.334
H 0.367 4.760 -2.224
C 0.307 6.869 1.268
H 1.069 2.431 -5.737
C -4.537 1.460 2.900
C 5.335 -1.256 0.701
C -0.419 -3.400 -2.720
H -2.585 1.966 -3.559
H -2.775 3.278 1.924
H -2.378 2.589 5.245
H 2.983 -6.866 1.733
F 5.132 -0.057 -4.112
H -0.011 1.817 5.670
C 1.943 -0.543 -2.459
C -1.697 -2.844 -4.708
C 1.654 -3.875 0.884
C 4.326 0.746 2.335
H -4.818 2.511 4.761
C 2.225 -6.345 -0.203
C -1.669 4.907 1.108
O 1.209 -0.260 0.699
C -0.875 -2.468 -3.660
O -1.166 1.906 0.012
C 1.999 0.280 1.541
V -0.782 0.132 1.297
H 1.343 2.162 4.572
C 4.074 -2.029 -3.384
H -1.668 4.733 -1.170
C -1.620 2.445 -3.684
H -3.097 4.104 -2.030
C -4.155 -2.434 2.086
C 0.852 3.660 -3.997
H -0.079 3.515 1.512
H -1.280 8.266 0.881
C 0.039 4.008 -2.931
N -2.287 0.878 2.329
*
```

The value obtained for the total energy is -193981.1900 eV. For the lowest unoccupied orbital energy (spin up / spin down), the calculation gives 0.08 / -0.36 eV. For the orbital gap (spin up / spin down), the calculation gives 6.2 / 7.2 eV. The expectation value of S² is 3.780. The calculation puts the HOMO energy (spin up / spin down) at -6.1 / -7.5 eV.



(2)
Here is a cluster of 6 separate species, C54H114N6O6 in total at a distorted geometry from the Open Molecules 2025 dataset. Energies are from ωB97M-V with the def2-TZVPD basis set.

ORCA input file:
```
! RIJCOSX wB97M-V def2-TZVPD def2/J DEFGRID3
* xyz 0 1
H -15.103 5.515 8.963
H -12.469 12.310 9.716
C -10.310 14.536 7.265
C -25.481 8.764 11.827
H -20.268 8.542 8.650
C -15.562 5.918 6.145
C -15.953 10.224 13.358
C -19.746 10.865 7.156
H -25.452 12.935 14.338
C -26.353 11.073 12.115
C -18.277 11.014 12.728
H -16.245 12.481 11.162
C -26.718 9.610 12.144
O -18.368 13.239 17.769
H -9.278 15.077 9.059
C -17.446 10.132 13.635
H -14.301 14.571 19.356
H -27.132 9.187 13.060
H -20.159 11.692 7.729
C -15.889 4.887 8.531
H -26.293 11.334 14.521
H -18.478 11.100 10.586
C -16.498 10.347 10.871
C -22.299 8.069 8.229
C -20.152 8.626 6.118
C -12.142 12.623 8.721
H -16.621 10.068 8.737
H -22.134 10.446 12.598
H -9.430 14.580 5.159
C -15.361 3.558 8.020
H -24.261 8.475 4.784
H -14.849 3.106 8.874
H -22.022 12.065 5.726
C -17.647 15.485 15.926
H -27.423 9.515 11.316
H -19.108 16.117 19.060
H -18.458 14.867 15.529
H -19.149 8.406 6.505
H -10.361 11.464 10.420
C -24.520 10.550 6.230
H -10.026 10.411 7.191
C -15.216 16.082 18.114
H -17.583 16.459 15.453
H -13.721 6.968 7.105
N -14.728 4.727 5.946
C -10.939 10.911 7.514
H -8.922 12.354 6.151
H -14.280 11.625 13.679
C -15.184 9.249 14.304
H -16.472 7.266 4.705
H -16.943 17.093 18.804
C -9.839 11.912 9.572
H -14.976 2.108 5.550
H -13.211 2.345 5.625
C -15.279 13.190 17.226
H -12.221 4.352 6.761
H -23.638 9.694 8.405
H -25.444 9.988 6.092
H -24.522 12.594 10.956
H -12.503 14.781 6.946
H -12.933 12.388 8.012
H -8.977 11.292 9.329
H -24.335 11.270 5.434
H -15.554 8.222 14.323
H -11.628 15.929 7.993
H -23.367 7.226 11.974
H -13.065 14.429 9.494
C -23.500 8.850 7.709
C -15.366 11.572 13.778
C -12.937 4.205 7.574
N -24.017 10.469 12.679
H -16.125 2.878 7.642
H -16.055 11.630 18.981
H -23.180 7.573 5.562
H -22.575 7.548 9.142
H -17.575 5.953 5.143
C -23.258 8.607 5.207
H -13.958 1.574 6.916
N -22.028 10.319 6.447
N -15.723 9.794 11.977
H -22.176 8.528 12.445
C -16.469 5.661 7.373
H -22.483 8.829 4.482
H -14.942 11.698 10.287
N -9.974 13.145 7.461
H -11.644 11.082 6.704
C -16.531 6.211 4.993
H -19.271 17.087 17.595
H -8.224 15.177 7.785
C -19.051 16.090 17.968
C -21.173 9.076 8.320
C -10.712 12.194 8.350
C -16.024 11.720 10.403
H -25.840 7.738 11.946
C -23.160 8.295 12.032
H -24.471 8.376 7.873
H -15.082 7.896 7.058
H -24.496 11.561 14.869
C -25.368 11.850 14.284
H -23.562 13.114 12.309
H -15.343 9.218 9.560
C -16.406 9.453 9.616
H -9.452 16.494 7.913
O -14.170 4.620 4.644
H -17.017 12.645 20.079
H -15.260 9.615 15.329
C -20.789 9.740 7.001
H -13.604 5.408 4.671
C -14.285 3.728 6.929
H -25.064 9.028 14.793
H -18.572 9.504 11.157
H -27.144 11.624 12.645
H -11.192 14.625 5.188
H -14.245 13.029 17.530
H -16.493 17.261 17.069
C -23.310 9.620 6.385
C -11.738 14.876 7.714
H -16.216 5.793 4.033
H -15.681 12.419 13.163
H -17.910 12.027 12.895
H -12.459 3.541 8.299
H -16.668 4.776 9.287
H -22.055 7.324 7.468
C -15.298 14.898 19.039
H -19.366 11.218 6.199
H -14.134 9.242 14.020
C -9.259 15.429 8.022
H -16.804 14.872 15.599
H -23.379 8.340 14.587
H -23.160 8.624 10.992
C -18.018 10.429 11.323
C -25.040 11.494 12.782
H -15.339 13.877 16.385
H -17.365 5.123 7.058
H -14.116 9.045 11.330
H -17.148 8.672 9.445
H -14.519 16.789 18.573
C -16.107 13.728 18.436
C -16.634 16.566 17.899
H -19.337 10.920 12.960
H -20.735 7.717 6.020
C -24.548 12.735 12.044
H -9.446 12.869 9.922
H -12.980 5.162 8.095
C -14.610 7.091 6.482
H -11.398 10.240 8.250
N -17.446 14.240 18.156
C -24.262 9.011 12.803
C -16.100 12.595 19.490
H -15.643 12.229 16.861
H -15.633 15.319 19.995
O -14.324 9.910 11.698
H -19.785 8.976 5.147
H -25.246 13.580 12.036
H -14.213 7.606 5.599
H -18.876 10.381 7.606
H -19.850 15.374 17.753
C -10.294 14.902 5.746
C -14.143 2.375 6.194
H -10.293 15.982 5.553
H -15.595 11.784 14.819
H -25.131 8.950 10.814
H -21.269 9.691 9.222
H -14.718 15.823 17.174
H -17.643 10.495 14.651
O -22.759 10.879 13.188
C -24.396 8.396 14.205
H -15.259 12.553 20.181
O -21.763 11.201 5.387
C -17.705 15.515 17.499
H -16.559 12.166 9.566
H -26.564 11.584 11.171
H -16.757 6.646 7.754
H -17.794 9.097 13.615
O -8.728 12.717 7.027
H -11.354 14.403 9.732
H -24.898 7.429 14.210
H -18.940 13.198 18.543
H -24.761 11.098 7.146
C -12.130 14.156 9.002
*
```

The value obtained for the total energy is -79060.9162 eV. For the lowest unoccupied orbital energy, the calculation gives 0.40 eV. Its relative energy (zero: lowest compared OMol25 entry of this formula, charge and spin) is 145.5 kcal/mol. As for the SMILES: CC1(C)CCCC(C)(C)N1O.CC1(C)CCCC(C)(C)N1O.CC1(C)CCCC(C)(C)N1O.CC1(C)CCCC(C)(C)N1O.CC1(C)CCCC(C)(C)N1O.CC1(C)CCCC(C)(C)N1O. For the orbital gap, the calculation gives 8.1 eV. The calculation puts the HOMO energy at -7.7 eV.



(3)
Here is a structure of composition C28H39BN10O5PdS2 from the Open Molecules 2025 dataset. Energies are from ωB97M-V with the def2-TZVPD basis set.

ORCA input file:
```
! RIJCOSX wB97M-V def2-TZVPD def2/J DEFGRID3
* xyz 2 5
C 5.084 -2.852 -1.357
C 0.761 2.479 -1.335
H 2.751 4.277 3.605
H 1.348 -4.695 1.539
S 3.211 0.681 0.649
C -4.740 -0.812 1.429
N -2.666 -0.487 0.739
C -3.664 0.077 1.414
B -2.167 -2.464 -0.693
H -0.137 5.370 1.434
C 0.685 -3.921 1.183
N -0.748 3.630 2.425
S -0.356 1.011 2.487
H -1.821 2.472 -1.857
O 3.534 1.857 -0.133
H 0.533 4.933 4.384
C 0.620 -2.606 1.638
C -0.297 -4.041 0.209
C 4.136 -0.693 0.029
H -5.699 -0.663 1.900
C 3.733 -2.538 -1.460
H -3.325 2.173 1.196
C 3.272 -1.440 -0.762
N 1.758 0.089 0.215
H 2.357 4.689 1.939
H 2.263 -2.617 2.986
C -2.239 -2.982 -3.809
N -0.901 -2.849 0.097
H -4.515 -4.052 0.694
H 1.142 6.257 3.388
H 3.054 -3.132 -2.058
H 2.891 4.110 -3.174
H -4.532 1.744 2.418
H -3.177 -3.457 -3.514
C -2.056 2.033 -2.821
C 1.395 -2.001 2.761
C 5.477 -0.991 0.148
H -6.030 -3.168 0.908
H 5.478 -3.703 -1.898
C 5.942 -2.092 -0.566
H 0.987 4.559 -1.888
O 3.259 0.869 2.081
C -3.579 1.455 1.983
H -0.596 -5.099 -1.636
C -5.077 -3.169 0.386
C -4.330 -1.918 0.697
H -0.085 -6.097 -0.266
H 2.221 2.534 -2.922
H -1.425 -3.643 -3.507
C -1.970 0.547 -2.757
Pd -0.486 0.085 0.096
N 1.434 2.956 2.691
H -5.269 -3.256 -0.685
H -1.699 3.365 2.227
H -2.233 -2.883 -4.891
N -1.816 -0.126 -1.612
H 0.777 -1.959 3.661
H 1.739 -0.993 2.538
N 2.664 3.394 -2.495
C 0.817 5.221 3.370
N -1.901 -1.459 -1.862
C -0.703 -5.253 -0.561
O 0.932 1.634 -2.225
O -0.004 2.421 -0.329
H -2.704 -3.437 -1.123
C 1.942 4.325 2.880
H -1.378 2.425 -3.578
C -0.382 5.050 2.450
N -0.356 -1.971 0.978
H 3.490 3.061 -2.001
H -1.241 5.621 2.792
O 0.901 -1.329 -1.298
C 1.611 3.756 -1.502
H 2.053 4.043 -0.554
C 0.167 2.688 2.490
C -2.094 -1.639 -3.178
H -3.070 2.323 -3.101
H 6.989 -2.359 -0.500
H -1.746 -5.506 -0.367
N -3.070 -1.687 0.288
H -2.820 1.507 2.777
H -2.299 -0.179 -4.824
C -2.142 -0.388 -3.777
H 2.115 2.203 2.576
C 1.885 -0.919 -0.675
H 6.135 -0.403 0.776
*
```

The value obtained for the total energy is -80620.8922 eV. For the lowest unoccupied orbital energy (spin up / spin down), the calculation gives -4.66 / -9.08 eV. Its relative energy (zero: lowest compared OMol25 entry of this formula, charge and spin) is 36.9 kcal/mol. For the orbital gap (spin up / spin down), the calculation gives 8.9 / 4.3 eV. The expectation value of S² is 6.018. The calculation puts the HOMO energy (spin up / spin down) at -13.5 / -13.4 eV.



(4)
Here is a structure of composition H14O7V at a distorted geometry from the Open Molecules 2025 dataset. Energies are from ωB97M-V with the def2-TZVPD basis set.

ORCA input file:
```
! RIJCOSX wB97M-V def2-TZVPD def2/J DEFGRID3
* xyz 2 4
H 4.375 -2.790 15.166
H 1.596 -5.847 14.563
H 5.971 -4.107 16.736
H 2.707 -6.805 14.972
O 0.779 -3.665 15.962
H 5.316 -4.306 18.159
H 2.697 -1.745 17.560
O 2.418 -5.915 14.992
O 1.342 -5.558 17.957
O 5.135 -4.131 17.220
H 0.827 -2.720 16.184
H 1.249 -6.453 17.745
H 2.370 -2.283 18.914
O 3.517 -3.242 15.093
O 3.850 -6.496 17.502
H 0.151 -4.012 16.535
H 3.800 -7.289 17.001
O 2.502 -2.584 18.017
V 2.915 -4.562 16.768
H 4.401 -6.793 18.231
H 0.538 -5.361 18.422
H 3.100 -2.965 14.259
*
```

The value obtained for the total energy is -40233.6823 eV. For the lowest unoccupied orbital energy (spin up / spin down), the calculation gives -6.75 / -6.79 eV. Its relative energy (zero: lowest compared OMol25 entry of this formula, charge and spin) is 8.6 kcal/mol. For the orbital gap (spin up / spin down), the calculation gives 9.1 / 12.9 eV. The expectation value of S² is 3.752. The calculation puts the HOMO energy (spin up / spin down) at -15.9 / -19.7 eV.



(5)
Here is the molecule C2H4FP at a distorted geometry from the Open Molecules 2025 dataset. Energies are from ωB97M-V with the def2-TZVPD basis set.

ORCA input file:
```
! RIJCOSX wB97M-V def2-TZVPD def2/J DEFGRID3
* xyz 0 1
F -0.859 -0.176 1.525
P -1.630 -0.930 -0.818
C -0.583 -0.163 0.215
H 1.879 0.081 0.265
H -2.389 -1.228 0.206
C 1.096 0.574 -0.231
H 1.182 0.266 -1.257
H 1.304 1.576 0.095
*
```

The value obtained for the total energy is -14142.0502 eV. For the lowest unoccupied orbital energy, the calculation gives 0.56 eV. Its relative energy (zero: lowest compared OMol25 entry of this formula, charge and spin) is 53.4 kcal/mol. As for the SMILES: [H]/P=C(/C)F. For the orbital gap, the calculation gives 10.0 eV. The calculation puts the HOMO energy at -9.4 eV.



(6)
Here is a structure of composition C6H14N2O2Sn at a distorted geometry from the Open Molecules 2025 dataset. Energies are from ωB97M-V with the def2-TZVPD basis set.

ORCA input file:
```
! RIJCOSX wB97M-V def2-TZVPD def2/J DEFGRID3
* xyz 2 1
H -0.076 -2.259 -0.126
N -3.124 -2.865 -1.332
H 2.824 2.491 2.802
H -0.199 -3.537 -1.255
H -1.149 -3.622 0.252
Sn -0.253 2.654 -4.191
H -3.313 -3.661 -0.739
C -4.352 -2.323 -1.913
H -4.852 -2.944 -2.656
H 0.555 3.182 2.853
C -1.927 -2.264 -1.250
O 2.332 2.082 -0.252
H 4.664 3.392 1.596
C 2.911 2.211 0.856
H 0.183 2.310 1.381
C 4.392 2.519 1.004
N 2.226 2.279 2.016
H 0.502 1.457 2.876
H -4.178 -1.349 -2.371
C -0.794 -2.965 -0.543
H 4.959 2.478 0.074
C 0.819 2.303 2.266
H -5.111 -2.048 -1.181
O -1.775 -1.173 -1.733
H 4.736 1.651 1.566
*
```

The value obtained for the total energy is -19334.2542 eV. For the lowest unoccupied orbital energy, the calculation gives -12.12 eV. Its relative energy (zero: lowest compared OMol25 entry of this formula, charge and spin) is 128.7 kcal/mol. For the orbital gap, the calculation gives 2.6 eV. The calculation puts the HOMO energy at -14.7 eV.